ORCA calculation (the ωB97M-V functional and the def2-TZVPD basis) on C14H37FO5Zn as an isolated structure.

The geometry in XYZ format:
```
58
Properties=species:S:1:pos:R:3:lowdin_charge:R:1
Zn 2.56656 -0.54852 1.15757 0.654
F 1.00276 0.27060 0.07522 -0.572
C 0.73640 0.87917 4.60829 -0.095
C 1.80849 0.93051 3.51462 -0.489
O 2.24754 -0.35047 3.20456 -0.467
H 1.27152 0.92390 5.55684 0.056
H 0.10265 -0.00762 4.59959 0.055
H 0.09006 1.75622 4.57443 0.048
H 2.61107 1.63853 3.72121 0.089
H 1.37183 1.32203 2.59585 0.038
C -1.10632 -3.10230 3.45887 -0.057
C -0.39478 -3.96271 2.35637 -0.477
C -0.50872 -3.15078 0.97003 -0.035
O 0.89467 -4.24901 2.68390 -0.048
H -0.60825 -3.18023 4.42528 0.066
H -2.16704 -3.23116 3.67418 0.063
H -1.03378 -2.01660 3.39492 0.050
H -0.78062 -4.98213 2.35580 0.124
H 0.12859 -2.28533 1.15149 0.042
H -1.51965 -2.92719 0.62924 0.072
H 0.01329 -3.78860 0.25673 0.068
H 1.51258 -3.62401 2.29769 0.077
C -2.38467 0.44023 -3.43451 -0.071
C -2.65984 -0.69226 -2.49101 -0.490
C -1.28749 -1.55521 -2.37950 -0.026
O -3.01880 -0.32487 -1.22841 -0.040
H -1.83548 0.16165 -4.33389 0.071
H -1.79611 1.19178 -2.90833 0.072
H -3.29097 0.83944 -3.88986 0.071
H -3.51188 -1.23860 -2.89553 0.129
H -0.93324 -1.89246 -3.35360 0.061
H -1.30454 -2.42638 -1.72462 0.046
H -0.46995 -0.94892 -1.98945 0.058
H -2.24545 0.11262 -0.86491 0.052
C 3.61115 0.49273 -4.28514 -0.067
C 2.80721 1.56919 -3.51835 -0.526
C 1.32589 1.48305 -3.82892 -0.045
O 3.09830 1.35893 -2.19112 -0.056
H 3.24753 -0.50338 -4.03284 0.071
H 4.66444 0.36370 -4.03610 0.069
H 3.51886 0.51303 -5.37104 0.066
H 3.19451 2.55377 -3.78048 0.125
H 0.80578 1.86747 -2.95152 0.076
H 1.13435 0.41317 -3.74673 0.073
H 1.04377 1.89429 -4.79814 0.086
H 2.30594 1.09124 -1.71983 0.045
C -1.77983 1.13602 1.50604 -0.054
C -1.43780 2.44457 0.75971 -0.500
C -0.60433 3.40705 1.63218 -0.043
O -0.85314 2.17565 -0.45809 -0.065
H -2.16294 1.40246 2.49109 0.068
H -1.01459 0.40711 1.77289 0.068
H -2.63171 0.59578 1.09307 0.063
H -2.38999 2.92146 0.52728 0.130
H 0.42498 3.05264 1.57738 0.068
H -0.93537 3.44005 2.67018 0.067
H -0.71929 4.38900 1.17322 0.069
H -0.15442 1.54988 -0.25363 0.016
```

Its spin multiplicity is 2. The LUMO energy (alpha / beta) comes out at 3.0 / 2.4 eV. The calculation puts the energy above the lowest of the compared OMol25 structures with the same formula, charge and spin at 0.0 kJ/mol. As for the net charge: -1.



ORCA calculation (the ωB97M-V functional and the def2-TZVPD basis) on a 2-piece molecular cluster, C3H9NO overall.

The geometry in XYZ format:
```
14
Properties=species:S:1:pos:R:3:lowdin_charge:R:1
C -2.09464 0.42633 -0.35384 0.002
C -0.77739 0.35263 -0.09133 -0.471
C 0.09404 -0.03700 -1.23480 -0.082
N -0.31781 0.58631 1.21093 0.073
H -2.85184 0.56885 0.41871 0.045
H -2.63376 0.32598 -1.28589 0.045
H 0.96377 0.61836 -1.37253 0.076
H 0.50159 -1.04814 -1.27284 0.075
H -0.42626 0.04337 -2.18847 0.072
H 0.29663 -0.16822 1.51133 0.065
H -1.12483 0.63929 1.81983 0.078
O 2.50206 -0.99883 1.06375 -0.061
H 2.72343 -0.74783 0.14972 0.042
H 3.14501 -0.56109 1.62543 0.040
```

The LUMO energy comes out at 0.8 eV. Its SMILES is C=C(C)N.O. The calculation puts the energy above the lowest of the compared OMol25 structures with the same formula, charge and spin at 118.9 kJ/mol.



ORCA calculation (the ωB97M-V functional and the def2-TZVPD basis) on a 23-piece molecular cluster, C58H92Cl12O34P overall.

The geometry in XYZ format:
```
197
Properties=species:S:1:pos:R:3:lowdin_charge:R:1
C -6.01050 -1.43417 0.48049 -0.094
C -4.76200 -1.41418 -0.51750 -0.211
C -3.53365 -0.76516 0.15909 -0.235
C -2.29502 -0.66188 -0.80050 -0.239
P -0.54101 -0.52776 -0.25463 1.079
C -0.19256 1.09197 0.58991 -0.237
C -1.14831 2.22516 0.29706 -0.247
C -0.67800 3.58217 0.84101 -0.235
C -1.40969 4.86535 0.38507 -0.091
C -0.36420 -1.93395 0.89470 -0.278
C -0.67561 -3.35937 0.36233 -0.192
C -0.33554 -4.45419 1.43031 -0.254
C -0.37157 -5.91920 0.94880 -0.142
C 0.61256 -0.66013 -1.69192 -0.229
C 2.05042 -1.15606 -1.52334 -0.213
C 2.43963 -2.20249 -2.53743 -0.247
C 2.28466 -1.91302 -4.04123 -0.093
H -6.56127 -0.49603 0.54871 0.034
H -5.66326 -1.79350 1.44920 0.057
H -6.72941 -2.17132 0.12289 0.066
H -5.05475 -0.73392 -1.31729 0.083
H -4.52943 -2.39824 -0.92447 0.101
H -3.23390 -1.40068 0.99238 0.075
H -3.84466 0.15896 0.64630 0.080
H -2.40555 0.16653 -1.50022 0.083
H -2.27197 -1.56761 -1.40650 0.070
H 0.68866 1.46786 0.07005 0.075
H -0.03642 0.80766 1.63053 0.067
H -2.13017 2.03299 0.72962 0.071
H -1.17681 2.38488 -0.78080 0.100
H 0.30674 3.70164 0.38923 0.092
H -0.58446 3.48487 1.92263 0.072
H -0.97707 5.78070 0.78891 0.070
H -2.38942 4.86278 0.86280 0.018
H -1.67341 4.92816 -0.67068 0.032
H -1.04724 -1.79693 1.73303 0.036
H 0.65031 -1.86180 1.28670 0.063
H -0.06490 -3.56648 -0.51646 0.098
H -1.70012 -3.44943 0.00129 0.099
H -0.93425 -4.39572 2.33928 0.057
H 0.72410 -4.39421 1.67862 0.073
H 0.40752 -6.06320 0.20020 0.032
H -1.30912 -6.14378 0.44024 0.061
H -0.14579 -6.65297 1.72257 0.041
H 0.52907 0.35489 -2.08035 0.082
H -0.00130 -1.26792 -2.35665 0.078
H 2.20528 -1.40653 -0.47388 0.087
H 2.71614 -0.31559 -1.71964 0.104
H 1.93879 -3.14510 -2.31663 0.106
H 3.49831 -2.42653 -2.40677 0.090
H 2.63417 -0.89821 -4.23124 0.066
H 1.23608 -1.96673 -4.33396 0.053
H 2.73794 -2.64314 -4.71173 -0.012
C 6.86054 -3.29257 1.71886 0.096
C 7.05933 -3.52307 0.37332 -0.221
C 6.04702 -3.75457 -0.60379 -0.279
O 6.10925 -3.83725 -1.85110 0.086
C 4.65416 -3.50924 -0.00718 0.074
C 4.40463 -3.28063 1.30606 -0.218
C 5.54828 -3.07513 2.33539 -0.256
O 5.37185 -3.03228 3.58590 0.074
O 3.19804 -2.91501 1.78977 -0.014
O 8.33766 -3.39289 -0.09377 0.087
H 7.76661 -3.01442 2.23662 0.136
H 3.73184 -3.59473 -0.56253 0.101
H 3.21864 -2.83884 2.74652 -0.009
H 8.37166 -3.16873 -1.02660 0.106
C 0.65103 2.36884 6.90860 0.056
C 1.00726 2.91285 5.71436 -0.222
C 1.06736 2.02254 4.46029 -0.272
O 1.46054 2.40284 3.34779 0.070
C 0.65227 0.62216 4.69552 0.047
C 0.37388 0.16309 5.95151 -0.225
C 0.26680 0.97131 7.14850 -0.310
O -0.01093 0.61334 8.30001 0.124
O 0.16178 -1.16683 6.10960 0.000
O 1.50627 4.19816 5.60634 0.017
H 0.76582 3.03042 7.75449 0.139
H 0.57644 -0.08342 3.88140 0.088
H 0.01757 -1.35915 7.03902 0.109
H 2.04782 4.19967 4.81367 0.093
C -7.53548 8.55273 0.59508 0.079
C -6.21808 8.29207 0.39277 -0.172
C -5.40792 7.32047 1.25121 -0.290
O -4.20781 7.16600 1.14069 0.105
C -6.33715 6.50463 2.12121 0.074
C -7.66617 6.72520 2.24996 -0.237
C -8.36275 7.84308 1.54688 -0.339
O -9.53982 8.04982 1.68622 0.147
O -8.50305 5.87465 2.84537 0.114
O -5.46871 9.10044 -0.45577 0.078
H -7.97062 9.29272 -0.06025 0.139
H -5.94333 5.55982 2.46565 0.061
H -9.35556 6.12186 2.47972 0.109
H -4.69149 8.61369 -0.73969 0.099
C 5.86930 0.37038 -3.24018 0.086
C 5.05305 1.42693 -3.48412 -0.187
C 5.10355 2.71147 -2.75040 -0.309
O 4.43142 3.69963 -2.98415 0.127
C 6.18726 2.66213 -1.68540 0.090
C 6.98976 1.59598 -1.43656 -0.215
C 6.93122 0.31625 -2.20280 -0.328
O 7.57525 -0.68382 -2.05929 0.136
O 8.03512 1.66583 -0.56794 0.095
O 4.12352 1.29423 -4.50761 0.058
H 5.72842 -0.58860 -3.71652 0.113
H 6.42289 3.53274 -1.09131 0.132
H 8.64407 0.93939 -0.71985 0.110
H 3.43414 1.96222 -4.49559 0.059
C 4.56505 3.37320 2.55852 0.089
C 4.47973 2.16700 3.23496 -0.201
C 4.01805 0.91814 2.59083 -0.331
O 3.99543 -0.17154 3.17074 0.106
C 3.60115 1.13928 1.23721 0.064
C 3.55160 2.34222 0.59176 -0.188
C 4.02340 3.63867 1.20533 -0.316
O 4.08650 4.69154 0.60519 0.134
O 2.97207 2.40220 -0.64407 0.065
O 4.90458 2.06996 4.54256 0.100
H 4.94497 4.24758 3.06597 0.131
H 3.23151 0.31727 0.64216 0.111
H 2.82527 3.32541 -0.86248 0.099
H 4.57341 1.20915 4.80890 0.101
C -4.47633 -6.93043 -3.16947 0.060
C -4.06864 -8.24170 -3.00199 -0.188
C -2.69607 -8.49663 -2.47816 -0.271
O -2.25069 -9.65154 -2.32849 0.106
C -1.93997 -7.23581 -2.21304 0.091
C -2.47676 -5.99572 -2.36058 -0.210
C -3.73938 -5.79528 -2.99582 -0.407
O -4.25031 -4.72926 -3.27218 0.130
O -1.65680 -4.90113 -2.30120 0.066
O -4.94500 -9.25309 -3.06359 0.123
H -5.48106 -6.80596 -3.54555 0.145
H -0.88951 -7.33153 -1.98113 0.128
H -2.06093 -4.14538 -2.73376 0.057
H -4.60018 -9.96770 -2.52320 0.120
O -0.55323 -0.56004 -6.02882 -0.037
H -0.49903 -1.32340 -6.60378 0.070
H -0.26429 0.17189 -6.57383 0.057
O 0.20073 3.91585 -2.54677 -0.023
H -0.19382 4.63280 -3.04331 0.025
H -0.28636 3.13836 -2.81972 0.001
O 1.93046 -4.82385 -5.69348 -0.059
H 1.55265 -5.23894 -4.91811 0.035
H 2.78052 -4.49597 -5.40002 -0.023
O -6.78612 0.61907 -2.89468 -0.046
H -6.20702 1.31921 -2.59357 0.026
H -7.57013 0.70625 -2.35248 0.033
O -2.03656 -2.54022 -4.12482 -0.024
H -1.51805 -1.87079 -4.57118 -0.008
H -2.89624 -2.49665 -4.54348 0.059
O -3.35777 4.86324 -2.25926 -0.040
H -2.58155 4.98984 -2.80486 0.012
H -3.44697 5.68391 -1.77471 0.030
O 1.47335 2.22013 -4.92261 -0.024
H 0.68536 2.57244 -5.33634 0.039
H 1.22513 1.33813 -4.64567 0.021
O 1.09271 8.14917 0.19988 -0.034
H 0.33943 8.57663 -0.20765 0.026
H 0.99128 7.22316 -0.02026 0.009
O -0.49584 7.65668 -1.94628 -0.032
H 0.31556 7.35542 -1.53751 0.007
H -0.79891 6.90731 -2.45894 0.017
O -1.35466 1.21863 -3.99146 -0.041
H -1.34666 1.71342 -4.81083 0.036
H -1.32497 0.30169 -4.26453 -0.001
C 3.33798 -7.98679 2.76831 -0.982
Cl 2.41634 -7.38307 1.35129 0.556
Cl 4.00208 -6.72805 3.79201 0.565
H 2.63946 -8.55857 3.37924 0.029
H 4.13631 -8.62291 2.38604 0.031
C -6.13004 2.82028 2.30045 -0.932
Cl -6.28083 1.13670 2.93243 0.530
Cl -4.44865 3.40116 1.99803 0.564
H -6.69235 2.94125 1.37456 0.036
H -6.61043 3.47868 3.02421 0.017
C -2.39103 5.13562 4.73887 -1.008
Cl -0.73944 5.35210 4.13975 0.602
Cl -2.42339 3.66019 5.62117 0.575
H -2.69413 6.03634 5.27267 0.048
H -2.97751 4.92410 3.84477 -0.033
C 0.97875 -4.47579 4.52494 -1.004
Cl 0.52481 -4.60135 6.25076 0.544
Cl 1.36794 -2.90067 3.96450 0.701
H 1.88513 -5.05188 4.33866 -0.017
H 0.19106 -4.89289 3.89749 0.005
C 5.23082 -3.95077 -7.25376 -0.998
Cl 4.98001 -2.87577 -5.89060 0.587
Cl 4.00531 -3.85568 -8.55412 0.509
H 6.16351 -3.65095 -7.73155 0.023
H 5.27622 -4.97725 -6.88990 0.034
C -2.94873 -1.06136 4.52027 -0.873
Cl -2.50608 0.27557 3.41828 0.562
Cl -2.01329 -2.63306 4.25063 0.534
H -3.03816 -0.86659 5.58899 0.048
H -3.97422 -1.32870 4.26526 0.011
```

The LUMO energy comes out at -3.7 eV. As for the net charge: +1.



| no. | largest force on an atom (eV/A) | M (Da) |
| --- | --- | --- |
| 1 | 3.5 | 369.833 |
| 2 | 2.3 | 75.111 |
| 3 | 6.2 | 1789.750 |